Entry from OMol25: 9 unconnected molecules or ions with the total composition C35H68N7O15 at a distorted geometry (wB97M-V/def2-TZVPD).

Calculated values
**⟨S²⟩**: 0.780
**Gap between HOMO and LUMO**: 2.40 eV
**Highest occupied orbital energy**: -8.10 eV

```
! RIJCOSX wB97M-V def2-TZVPD def2/J DEFGRID3
* xyz 2 2
O -1.658 0.435 6.214
O 2.045 -4.997 0.936
O -1.115 3.741 -3.173
O -0.766 -0.657 2.467
O -1.707 -1.488 -1.265
O 1.448 5.715 -1.857
O 2.429 1.127 -1.626
O -3.795 3.892 -2.959
O -1.387 1.928 -7.352
O -5.264 4.504 0.077
O 3.201 -1.178 -0.104
O -1.407 -2.723 5.831
O -1.491 1.629 0.572
O 5.481 -2.140 -4.178
O -4.364 2.252 -7.422
N 1.527 3.591 -2.656
N 4.487 -0.688 -2.402
N -1.149 -3.349 3.468
N -3.640 -0.784 0.494
N 4.095 -3.131 1.869
N -2.843 4.297 -0.459
N 0.231 1.245 4.904
C -0.442 0.870 0.502
C -3.754 3.718 1.918
C -2.176 2.300 4.811
C -2.759 -0.726 -1.749
C 0.989 -5.480 0.081
C 1.085 -1.099 1.218
C 2.071 -0.621 0.134
C 4.598 -1.963 -3.295
C -4.100 -0.802 -1.034
C 1.289 0.403 5.596
C 0.399 1.226 -0.500
C -1.858 3.375 -4.109
C -1.309 2.739 -5.313
C 1.592 4.585 -1.620
C 1.667 0.588 -0.775
C -2.077 5.609 -0.349
C -1.252 1.289 5.419
C -4.099 4.305 0.540
C -0.084 -0.320 1.392
C -3.479 3.407 -4.047
C -2.084 2.394 -6.371
C -1.852 -3.294 4.819
C -3.579 2.465 -6.394
C 5.524 0.433 -2.863
C -5.095 0.274 -1.360
C -3.191 -3.964 4.707
C 1.972 4.091 -0.251
C 2.444 3.800 -3.817
C -0.609 -1.737 -2.236
C -4.168 3.027 -5.322
C 4.457 -4.477 1.152
C 4.813 -5.411 2.286
C 3.355 -2.882 -3.169
C 3.227 -4.812 0.203
C 0.002 -4.346 3.597
H -0.899 -2.264 -3.145
H -3.516 -3.934 5.747
H -3.081 -5.041 4.584
H 0.110 1.086 3.914
H 1.698 2.684 -2.245
H -3.908 -3.396 4.114
H 0.571 2.196 4.893
H -2.838 4.157 2.312
H -2.694 6.333 -0.880
H 4.653 -0.967 -1.445
H 1.303 -1.944 1.854
H 2.923 -3.132 -4.138
H 4.692 -2.969 2.667
H 5.083 1.187 -2.212
H -3.114 4.159 -1.422
H 1.185 -6.160 -0.748
H 5.279 -4.138 0.520
H 2.520 -2.356 -2.706
H 5.412 0.647 -3.926
H 0.689 -4.545 -0.393
H -2.928 -1.494 0.587
H 0.772 -3.875 4.207
H -1.871 5.488 0.714
H -2.826 1.798 4.093
H -1.157 5.568 -0.933
H -5.213 3.294 -5.260
H 0.162 -2.309 -1.719
H 3.222 -3.306 2.347
H -2.393 0.293 -1.626
H -2.807 2.647 5.629
H 4.018 -2.446 1.131
H 5.739 -5.153 2.800
H 2.415 4.834 0.413
H 0.768 -0.523 5.839
H -2.973 -1.139 -2.734
H -4.544 -1.796 -1.089
H -4.466 3.963 2.706
H 0.360 -4.460 2.574
H 0.565 3.501 -2.948
H -5.950 0.215 -0.687
H 3.610 -3.821 -2.677
H 2.334 4.839 -4.127
H 1.117 3.877 0.391
H -4.252 -0.947 1.281
H 6.582 0.180 -2.791
H -2.298 3.472 -0.255
H -0.234 2.676 -5.399
H -3.161 0.063 0.765
H 3.419 3.556 -3.395
H 2.150 3.080 -4.580
H -5.379 0.293 -2.412
H -1.699 -3.681 2.688
H 1.713 1.056 6.358
H -0.448 -5.296 3.887
H 3.195 -3.901 -0.393
H 4.119 -5.847 3.005
H 5.239 -6.268 1.763
H -3.641 2.634 1.942
H -0.158 -0.804 -2.574
H -1.696 3.200 4.427
H -0.857 -2.421 3.199
H 0.243 2.144 -1.047
H 3.569 -0.270 -2.445
H 2.008 0.318 4.781
H -4.717 1.235 -1.010
H 3.545 -5.667 -0.395
H 0.173 -5.855 0.698
H 2.684 3.266 -0.258
*
```

Löwdin population analysis, charges in e, atoms 1 to 99: 0.14 -0.20 -0.10 -0.22 -0.21 0.20 -0.11 -0.07 -0.04 0.12 -0.17 0.14 -0.15 0.12 -0.05 0.06 0.09 0.09 0.23 0.22 0.08 0.09 -0.41 -0.01 0.02 -0.20 -0.05 0.00 -0.30 -0.26 -0.24 0.05 -0.03 -0.31 -0.04 -0.46 -0.35 0.05 -0.30 -0.24 -0.39 -0.30 -0.38 -0.35 -0.38 0.06 -0.01 0.03 0.02 0.06 -0.03 -0.02 -0.23 -0.05 0.02 -0.18 0.05 0.09 0.11 0.11 0.14 0.08 0.11 0.16 0.07 0.12 0.12 0.05 0.10 0.16 0.08 0.06 0.11 0.16 0.06 0.10 0.08 0.12 0.11 0.09 0.10 0.08 0.10 0.06 0.13 0.14 0.11 0.09 0.09 0.09 0.09 0.15 0.15 0.09 0.07 0.09 0.09 0.08 0.11